Here is an isolated molecule of C4H7NO2 from the OMol25 dataset. Energies are from wB97M-V/def2-TZVPD.

Structure (XYZ):
```
14
Properties=species:S:1:pos:R:3:forces:R:3
H 2.1488 -0.0008 -0.2459 0.0 0.2 0.0
N 1.1615 -0.1571 -0.4023 -0.1 0.0 0.3
C 0.4201 0.3935 0.4652 0.3 -0.1 -0.1
C 0.8477 1.2488 1.6285 0.0 0.0 0.0
O -0.9145 0.1780 0.3956 0.1 0.0 0.1
C -1.2341 -0.9425 -0.4319 -0.1 -0.2 -0.1
C -0.8401 -0.7646 -1.8891 0.0 -0.3 -0.2
O -0.5914 -1.6992 -2.6083 -0.3 0.4 0.3
H 0.0772 1.3011 2.3997 0.1 0.0 -0.2
H 1.7507 0.8055 2.0578 -0.1 0.1 0.0
H 1.0984 2.2640 1.3058 -0.1 -0.2 0.0
H -0.7267 -1.8357 -0.0556 -0.1 0.1 -0.1
H -2.3177 -1.0693 -0.3546 0.1 0.1 -0.1
H -0.8799 0.2782 -2.2650 0.1 -0.1 0.0
```
Positions in Å, forces in eV/Å.

Calculated values
Charge = 0
Frontier orbital gap = 10.39 eV
SMILES = [H]/N=C(\C)OCC=O
LUMO = 0.8 eV
F_max = 0.5 eV Å⁻¹
HOMO = -9.57 eV